*a*
This record from OMol25 describes a molecular structure, C4H4OS2. The level of theory is wB97M-V/def2-TZVPD.

Kohn-Sham gap = 8.54 eV
E_LUMO = -0.006 Eh

Structure (ORCA input):
```
! RIJCOSX wB97M-V def2-TZVPD def2/J DEFGRID3
* xyz 0 1
C -0.352 -2.111 1.002
C 0.004 -0.909 1.396
C -0.663 1.155 -0.400
C 0.609 0.720 -0.995
O -0.784 -3.111 0.584
S -1.368 2.475 -0.854
S -1.226 0.393 1.034
H 0.874 -0.487 1.980
H 0.655 -0.388 -1.143
H 0.778 1.072 -2.175
H 1.473 1.190 -0.427
*
```

=====

*b*
This record from OMol25 describes a single C4H4OS2 molecule. The level of theory is wB97M-V/def2-TZVPD.

structure (SMILES) = O=CC1SC=CS1
Kohn-Sham gap = 8.92 eV
E_LUMO = 0.019 Eh

Structure (ORCA input):
```
! RIJCOSX wB97M-V def2-TZVPD def2/J DEFGRID3
* xyz 0 1
O 0.521 -2.032 0.854
C 0.463 -1.712 -0.316
C -0.435 -0.616 -0.864
S 0.713 0.754 -1.206
C 0.467 1.529 0.410
C -0.654 1.228 1.036
S -1.668 -0.039 0.261
H 1.142 -2.047 -1.107
H -0.782 -0.936 -1.850
H 1.204 2.259 0.746
H -0.969 1.613 2.036
*
```

=====

In terms of stability, *b* leads; the second structure lies 93.0 kJ/mol higher.

=====

*a*
This record from OMol25 describes a molecular structure, FHNO3P. The level of theory is wB97M-V/def2-TZVPD.

Kohn-Sham gap = 6.92 eV
E_LUMO = 0.287 Eh

Structure (ORCA input):
```
! RIJCOSX wB97M-V def2-TZVPD def2/J DEFGRID3
* xyz -2 1
N 0.286 0.682 0.430
O 2.882 0.996 0.528
O 1.988 -0.259 -1.521
O 1.723 -1.343 0.732
F -0.080 2.098 -0.028
P 1.947 -0.008 -0.012
H -0.812 -0.026 0.012
*
```

=====

*b*
This record from OMol25 describes a molecular structure, FHNO3P. The level of theory is wB97M-V/def2-TZVPD.

Kohn-Sham gap = 7.06 eV
E_LUMO = 0.287 Eh

Structure (ORCA input):
```
! RIJCOSX wB97M-V def2-TZVPD def2/J DEFGRID3
* xyz -2 1
N 1.121 0.346 -0.195
O -1.800 0.595 -0.337
O -0.497 -1.117 1.289
O -0.687 -1.585 -1.161
F 1.224 1.760 -0.525
P -0.688 -0.513 -0.132
H 1.327 0.515 1.061
*
```

=====

In terms of stability, *b* leads; the second structure lies 28.8 kJ/mol higher.

=====

*a*
This record from OMol25 describes 2 unconnected molecules or ions with the total composition C5H8O4. The level of theory is wB97M-V/def2-TZVPD.

Kohn-Sham gap = 7.55 eV
E_LUMO = 0.244 Eh

Structure (ORCA input):
```
! RIJCOSX wB97M-V def2-TZVPD def2/J DEFGRID3
* xyz -2 1
C -2.149 0.312 -0.661
C -1.798 1.438 -1.733
O -0.620 1.446 -2.099
O -2.787 2.098 -1.940
H -1.580 -0.589 -0.518
H -3.064 -0.105 -1.067
H -2.614 0.730 0.161
C 1.765 -0.068 0.752
C 1.185 -0.978 -0.238
C 1.493 -0.491 2.291
O 1.589 -1.722 2.466
O 1.311 0.497 3.003
H 2.895 0.104 0.744
H 1.427 1.013 0.614
H 1.539 -1.980 -0.214
H 1.338 -0.660 -1.312
H 0.072 -1.044 -0.249
*
```

=====

*b*
This record from OMol25 describes 2 unconnected molecules or ions with the total composition C5H8O4. The level of theory is wB97M-V/def2-TZVPD.

Kohn-Sham gap = 7.62 eV
E_LUMO = 0.240 Eh

Structure (ORCA input):
```
! RIJCOSX wB97M-V def2-TZVPD def2/J DEFGRID3
* xyz -2 1
C -1.844 2.426 0.281
C -2.229 1.035 0.899
O -2.338 1.036 2.154
O -2.394 0.109 0.084
H -2.756 2.995 0.077
H -1.183 2.274 -0.568
H -1.278 2.975 1.035
C 0.828 -1.263 -0.343
C 1.918 -0.235 -0.133
C 1.294 -2.720 -0.691
O 0.483 -3.630 -0.417
O 2.428 -2.834 -1.228
H 0.032 -1.344 0.385
H 0.317 -0.939 -1.260
H 1.538 0.769 -0.333
H 2.785 -0.381 -0.790
H 2.398 -0.271 0.850
*
```

=====

In terms of stability, *b* leads; the second structure lies 79.4 kJ/mol higher.

=====

*a*
This record from OMol25 describes a single C20H23N3O molecule. The level of theory is wB97M-V/def2-TZVPD.

structure (SMILES) = CN(C)/C=C1\C(=O)c2ccc(N(C)C)nc2C[C@H]1c1ccccc1
Kohn-Sham gap = 8.00 eV
E_LUMO = 0.017 Eh

Structure (ORCA input):
```
! RIJCOSX wB97M-V def2-TZVPD def2/J DEFGRID3
* xyz 0 1
C 2.097 -0.732 2.520
N 0.832 -0.389 3.220
C 0.688 -0.902 4.582
C -0.177 0.363 2.622
C -0.653 0.237 1.327
C -0.212 -0.866 0.447
O -0.012 -2.000 0.896
C -0.101 -0.641 -0.966
C 0.890 -1.259 -1.708
C 0.959 -0.942 -3.013
C 0.069 0.037 -3.584
N 0.157 0.359 -4.968
C -0.712 1.405 -5.549
C 1.058 -0.397 -5.838
N -0.829 0.626 -2.845
C -0.931 0.295 -1.575
C -2.052 0.884 -0.775
C -1.618 1.246 0.684
C -2.856 1.398 1.560
C -3.376 2.699 1.790
C -4.548 2.917 2.569
C -5.135 1.789 3.188
C -4.648 0.501 2.968
C -3.523 0.320 2.168
H 2.959 -0.595 3.201
H 2.254 -0.129 1.607
H 2.085 -1.762 2.183
H 1.317 -0.275 5.222
H 0.965 -1.948 4.633
H -0.356 -0.826 4.892
H -0.563 1.233 3.170
H 1.618 -1.874 -1.209
H 1.749 -1.419 -3.568
H -0.637 2.386 -5.104
H -0.458 1.513 -6.607
H -1.755 1.077 -5.459
H 0.849 -0.164 -6.860
H 0.956 -1.440 -5.668
H 2.103 -0.121 -5.621
H -2.858 0.147 -0.790
H -2.451 1.803 -1.271
H -1.068 2.190 0.591
H -2.899 3.528 1.284
H -4.992 3.869 2.669
H -6.068 1.917 3.764
H -5.189 -0.321 3.376
H -3.109 -0.690 1.973
*
```

=====

*b*
This record from OMol25 describes a single C20H23N3O molecule. The level of theory is wB97M-V/def2-TZVPD.

structure (SMILES) = CN(C)/C=C1\C(=O)c2ccc(N(C)C)nc2C[C@H]1c1ccccc1
Kohn-Sham gap = 7.96 eV
E_LUMO = -0.002 Eh

Structure (ORCA input):
```
! RIJCOSX wB97M-V def2-TZVPD def2/J DEFGRID3
* xyz 0 1
C 2.092 2.785 -3.768
N 2.081 2.709 -2.294
C 1.985 3.927 -1.422
C 2.546 1.571 -1.636
C 1.734 0.692 -0.851
C 0.288 0.763 -0.894
O -0.309 0.836 -1.980
C -0.369 0.678 0.439
C -1.740 0.840 0.545
C -2.248 1.296 1.777
C -1.403 1.403 2.880
N -1.908 1.818 4.083
C -3.194 1.347 4.655
C -0.988 2.494 4.993
N -0.107 0.919 2.707
C 0.376 0.475 1.549
C 1.841 0.199 1.532
C 2.354 -0.233 0.201
C 2.030 -1.746 -0.232
C 1.540 -2.148 -1.486
C 1.216 -3.489 -1.735
C 1.290 -4.433 -0.767
C 1.640 -4.021 0.520
C 2.095 -2.686 0.685
H 2.390 3.761 -4.202
H 1.033 2.647 -4.133
H 2.564 2.006 -4.351
H 2.744 4.689 -1.621
H 1.030 4.464 -1.622
H 1.986 3.651 -0.344
H 3.653 1.394 -1.450
H -2.397 0.652 -0.324
H -3.350 1.289 1.919
H -3.365 1.783 5.607
H -3.379 0.289 4.608
H -4.051 1.718 4.108
H -0.516 3.352 4.623
H -0.122 1.918 5.204
H -1.427 2.616 6.007
H 1.836 -0.665 2.179
H 2.453 1.054 1.736
H 3.504 -0.196 0.230
H 1.220 -1.398 -2.114
H 1.048 -3.722 -2.773
H 0.889 -5.419 -0.918
H 1.815 -4.654 1.381
H 2.473 -2.353 1.619
*
```

=====

In terms of stability, *a* leads; the second structure lies 276.7 kJ/mol higher.

=====

*a*
This record from OMol25 describes 4 unconnected molecules or ions with the total composition C2H14N2O3. The level of theory is wB97M-V/def2-TZVPD.

structure (SMILES) = CNCN.O.O.O
Kohn-Sham gap = 9.54 eV
E_LUMO = 0.017 Eh

Structure (ORCA input):
```
! RIJCOSX wB97M-V def2-TZVPD def2/J DEFGRID3
* xyz 0 1
C -2.287 2.284 -0.591
N -1.232 1.395 -1.036
C 0.059 1.991 -0.917
N 1.238 1.115 -1.105
H -1.917 3.286 -0.828
H -2.483 2.420 0.484
H -3.208 2.039 -1.070
H -1.753 0.597 -1.500
H 0.008 2.855 -1.621
H 0.298 2.293 0.089
H 0.985 0.368 -0.426
H 1.144 0.595 -1.976
O -0.749 -1.137 0.145
H -1.107 -0.298 -0.195
H -1.142 -1.377 0.996
O 2.776 -0.324 2.387
H 2.004 -0.839 2.136
H 2.448 0.587 2.434
O 0.115 -4.514 0.585
H -0.188 -3.714 0.127
H 1.073 -4.543 0.552
*
```

=====

*b*
This record from OMol25 describes 4 unconnected molecules or ions with the total composition C2H14N2O3. The level of theory is wB97M-V/def2-TZVPD.

structure (SMILES) = NCCN.O.O.O
Kohn-Sham gap = 9.72 eV
E_LUMO = 0.024 Eh

Structure (ORCA input):
```
! RIJCOSX wB97M-V def2-TZVPD def2/J DEFGRID3
* xyz 0 1
N -0.182 -2.130 -0.960
C -0.485 -0.645 -1.210
C 0.508 0.002 -2.072
N 0.903 1.322 -1.500
H -0.569 -2.553 -1.836
H -0.511 -2.463 -0.063
H -0.556 -0.200 -0.238
H -1.558 -0.758 -1.789
H 1.407 -0.591 -2.348
H -0.001 0.296 -3.061
H 1.127 1.890 -2.307
H 0.187 1.733 -0.981
O 0.023 0.468 2.032
H 0.926 0.589 2.538
H -0.028 -0.346 1.680
O 2.934 -0.944 1.714
H 2.540 -1.583 1.178
H 3.439 -0.459 1.022
O -3.506 1.838 1.218
H -4.039 2.042 1.991
H -3.157 1.016 1.414
*
```

=====

In terms of stability, *a* leads; the second structure lies 33.2 kJ/mol higher.